F6H16O8P as an isolated structure in a non-equilibrium geometry. Source: OMol25; level of theory: ωB97M-V with the def2-TZVPD basis set.

Geometry (Å):
P: 0.1988 -0.2615 0.4361
F: 1.0772 1.0614 0.1884
F: -0.0519 -0.3855 -1.1456
F: 1.6957 -0.9886 0.3147
F: -1.2512 0.4969 0.5774
F: 0.6129 -0.1905 2.0273
F: -0.5928 -1.6789 0.6672
O: 2.6907 0.2121 1.6427
O: 3.7500 -1.3386 -0.6495
O: 0.5691 -0.2753 -2.7884
O: -3.0489 1.7766 -0.5752
O: -1.8370 0.3368 -1.4317
O: -1.5446 -0.3805 2.3980
O: 1.0093 2.7936 0.8355
O: -2.0504 -2.6550 0.0705
H: -3.7297 1.5392 0.0545
H: -0.6921 -0.8158 2.3981
H: 1.8455 2.3425 0.7189
H: 4.2414 -0.6254 -1.0571
H: -1.1495 0.0170 -0.8475
H: 3.1122 -0.8997 -0.0867
H: -0.0516 0.1267 -3.3961
H: 0.3935 2.3017 0.2922
H: 1.8241 -0.0684 1.3485
H: -1.5283 0.1787 1.6213
H: -2.3272 -0.4477 -1.6776
H: 2.9080 0.9531 1.0770
H: 0.4088 0.1665 -1.9545
H: -2.6904 -2.2334 -0.5030
H: -1.3013 -2.0592 0.0730
H: -2.4902 1.0013 -0.6283

The net charge is -1. The spin multiplicity is 1. The value obtained for the energy above the lowest of the compared OMol25 structures with the same formula, charge and spin is 540.7 kcal/mol. The total energy comes out at -42220.025 eV. For the largest force on an atom, the calculation gives 15.3 eV Å⁻¹. The calculation puts the orbital gap at 10.04 eV.

Want to see where the charge sits? The Löwdin charges in e are: 0.550, -0.196, -0.074, -0.149, -0.031, -0.085, 0.037, -0.057, -0.059, -0.012, -0.079, 0.024, -0.054, -0.039, -0.026, 0.021, -0.011, 0.026, 0.025, -0.087, -0.045, 0.038, 0.015, -0.101, -0.176, 0.110, 0.032, -0.150, 0.011, -0.285, -0.173